Entry 1:
Molecular formula: C31H45Cl2INO4P
Method: DFT, ωB97M-V/def2-TZVPD

Output
- SMILES = C=CC1=CC(=O)c2c([PH2]=O)c(CCCCCCCCCCCCCCC)c(N(C)C(C)=O)c(I)c2C1=O.ClCCl

CARTESIAN COORDINATES (ANGSTROEM)
C  4.416  -5.486  0.119
C  4.910  -5.146  -1.105
C  4.869  -3.640  -1.445
C  4.327  -3.134  -2.580
C  4.318  -1.584  -2.753
O  4.423  -1.056  -3.825
C  4.120  -0.787  -1.411
C  3.357  0.473  -1.357
P  2.625  1.212  -2.926
O  3.693  1.678  -3.882
C  3.189  1.129  -0.042
C  2.365  2.449  0.129
C  0.954  2.110  0.797
C  0.037  3.380  0.640
C  -0.604  3.343  -0.824
C  -2.114  2.927  -0.661
C  -2.694  2.586  -2.104
C  -2.849  0.999  -2.182
C  -4.316  0.688  -1.631
C  -4.529  -0.839  -1.271
C  -5.751  -0.903  -0.253
C  -5.743  -2.271  0.576
C  -5.419  -1.972  2.108
C  -6.775  -2.000  2.947
C  -7.691  -0.755  2.571
C  -8.750  -0.432  3.710
C  3.766  0.552  1.186
N  3.532  1.289  2.431
C  2.675  0.520  3.374
C  4.771  1.732  3.014
C  5.087  1.742  4.536
O  5.645  2.089  2.246
C  4.525  -0.712  1.133
I  5.347  -1.644  2.906
C  4.688  -1.345  -0.170
C  5.476  -2.683  -0.356
O  6.480  -2.968  0.236
H  4.418  -4.707  0.925
H  3.961  -6.472  0.348
H  5.338  -5.879  -1.820
H  3.886  -3.830  -3.327
H  1.785  0.204  -3.512
H  1.828  2.355  -2.630
H  2.207  2.998  -0.826
H  2.896  3.100  0.871
H  0.497  1.171  0.395
H  1.164  1.939  1.881
H  0.645  4.306  0.794
H  -0.760  3.374  1.427
H  -0.452  4.319  -1.345
H  -0.099  2.526  -1.415
H  -2.666  3.793  -0.204
H  -2.202  2.007  -0.027
H  -1.982  2.966  -2.874
H  -3.713  3.047  -2.161
H  -2.836  0.682  -3.259
H  -2.067  0.474  -1.580
H  -5.017  1.047  -2.433
H  -4.421  1.261  -0.673
H  -3.582  -1.170  -0.756
H  -4.744  -1.430  -2.195
H  -5.726  -0.039  0.466
H  -6.706  -0.847  -0.844
H  -6.780  -2.704  0.516
H  -4.982  -2.982  0.166
H  -4.980  -0.953  2.267
H  -4.751  -2.796  2.477
H  -7.277  -2.966  2.686
H  -6.521  -1.923  4.039
H  -7.017  0.119  2.380
H  -8.263  -1.050  1.654
H  -9.084  -1.425  4.112
H  -8.323  0.191  4.532
H  -9.657  0.031  3.242
H  1.913  1.149  3.908
H  3.229  -0.104  4.113
H  2.076  -0.200  2.747
H  5.545  0.766  4.860
H  4.147  1.871  5.143
H  5.831  2.529  4.817
C  6.163  0.338  -6.405
Cl  7.285  -0.668  -7.333
Cl  5.213  1.388  -7.463
H  5.487  -0.306  -5.851
H  6.731  0.956  -5.716

Atom-resolved charges from Mulliken, all expressed in e: atom 1 (C): -0.5979, atom 2 (C): -0.6177, atom 3 (C): 0.6724, atom 4 (C): -0.8028, atom 5 (C): -0.1383, atom 6 (O): -0.4532, atom 7 (C): 0.7232, atom 8 (C): 0.4472, atom 9 (P): 0.6422, atom 10 (O): -0.7047, atom 11 (C): -0.3904, atom 12 (C): -1.3002, atom 13 (C): 0.1861, atom 14 (C): -1.0445, atom 15 (C): -0.2123, atom 16 (C): -0.7471, atom 17 (C): -0.7749, atom 18 (C): -0.6601, atom 19 (C): -0.6454, atom 20 (C): -0.6028, atom 21 (C): -0.4281, atom 22 (C): -0.7067, atom 23 (C): -0.7329, atom 24 (C): -0.8079, atom 25 (C): -0.0307, atom 26 (C): -1.1683, atom 27 (C): -0.4773, atom 28 (N): 0.4417, atom 29 (C): -1.1662, atom 30 (C): 0.9014, atom 31 (C): -1.0094, atom 32 (O): -0.5440, atom 33 (C): -0.7152, atom 34 (I): 0.0332, atom 35 (C): 1.3233, atom 36 (C): -0.5083, atom 37 (O): -0.4589, atom 38 (H): 0.1971, atom 39 (H): 0.2825, atom 40 (H): 0.3489, atom 41 (H): 0.4172, atom 42 (H): 0.1037, atom 43 (H): 0.1054, atom 44 (H): 0.7803, atom 45 (H): 0.2951, atom 46 (H): 0.2194, atom 47 (H): -0.0697, atom 48 (H): 0.4328, atom 49 (H): 0.4320, atom 50 (H): 0.3749, atom 51 (H): -0.0826, atom 52 (H): 0.3169, atom 53 (H): 0.3684, atom 54 (H): 0.4091, atom 55 (H): 0.4001, atom 56 (H): 0.4163, atom 57 (H): 0.2618, atom 58 (H): 0.2505, atom 59 (H): 0.2830, atom 60 (H): 0.3760, atom 61 (H): 0.2616, atom 62 (H): 0.1279, atom 63 (H): 0.2557, atom 64 (H): 0.4052, atom 65 (H): 0.4299, atom 66 (H): 0.3856, atom 67 (H): 0.3015, atom 68 (H): 0.3438, atom 69 (H): 0.3730, atom 70 (H): 0.1902, atom 71 (H): 0.1760, atom 72 (H): 0.2919, atom 73 (H): 0.3036, atom 74 (H): 0.3416, atom 75 (H): 0.3211, atom 76 (H): 0.3812, atom 77 (H): 0.4380, atom 78 (H): 0.1512, atom 79 (H): 0.3287, atom 80 (H): 0.3380, atom 81 (C): 0.1621, atom 82 (Cl): -0.1874, atom 83 (Cl): -0.1649, atom 84 (H): -0.0573, atom 85 (H): 0.2578

***

Entry 2:
Molecular formula: C31H45LaNOPS
Method: DFT, ωB97M-V/def2-TZVPD

Output
- energy above the lowest of the compared OMol25 structures with the same formula, charge and spin (eV) = 0.000
- total charge = +2

CARTESIAN COORDINATES (ANGSTROEM)
La  0.354  0.806  -0.013
C  3.406  2.714  -0.483
C  2.153  2.861  0.366
C  1.070  3.709  -0.045
C  1.273  4.567  -1.236
C  -0.138  3.661  0.666
C  -1.386  4.364  0.185
C  -0.245  2.847  1.837
C  -1.539  2.647  2.578
C  0.915  2.396  2.459
C  1.001  2.234  3.963
C  2.135  2.385  1.713
C  3.471  2.222  2.416
H  3.187  2.296  -1.508
H  4.195  2.190  0.011
H  3.868  3.722  -0.670
H  2.347  4.724  -1.342
H  0.803  5.554  -1.160
H  0.834  4.095  -2.143
H  -2.278  3.723  0.321
H  -1.255  4.591  -0.888
H  -1.543  5.332  0.657
H  -2.025  3.560  2.873
H  -1.456  2.030  3.496
H  -2.216  2.112  1.881
H  1.457  3.098  4.458
H  1.629  1.386  4.218
H  0.002  2.106  4.395
H  4.265  2.644  1.796
H  3.798  1.170  2.503
H  3.521  2.554  3.414
O  0.146  1.188  -2.149
N  -0.969  1.331  -2.950
C  -0.709  1.496  -4.282
C  -1.825  1.562  -5.151
C  -3.122  1.583  -4.595
C  -3.310  1.675  -3.240
C  -2.243  1.357  -2.389
S  -2.486  0.843  -0.757
H  0.356  1.514  -4.537
H  -1.666  1.736  -6.223
H  -3.958  1.569  -5.275
H  -4.309  1.846  -2.788
C  -0.448  -4.554  -1.499
C  -1.281  -3.310  -1.321
C  -2.772  -3.631  -1.187
C  -1.183  -2.389  -2.610
P  -0.695  -2.245  0.138
C  1.090  -2.309  -0.010
C  1.668  -1.450  -1.035
C  3.028  -1.090  -0.926
C  3.801  -1.499  0.160
C  3.256  -2.445  1.082
C  1.918  -2.902  0.927
C  -1.142  -3.069  1.836
C  -0.897  -4.548  1.768
C  -2.629  -2.766  2.113
C  -0.322  -2.481  3.033
H  -0.685  -4.981  -2.509
H  -0.614  -5.366  -0.768
H  0.607  -4.337  -1.461
H  -3.231  -3.985  -2.133
H  -3.367  -2.698  -0.958
H  -2.957  -4.388  -0.466
H  -2.042  -2.626  -3.297
H  -0.349  -2.682  -3.230
H  -1.164  -1.260  -2.433
H  1.142  -1.205  -1.946
H  3.533  -0.458  -1.632
H  4.703  -0.972  0.372
H  3.820  -2.739  1.937
H  1.504  -3.639  1.622
H  -1.647  -4.983  1.050
H  -1.018  -5.000  2.724
H  0.057  -4.821  1.362
H  -3.279  -3.325  1.463
H  -2.804  -1.666  2.141
H  -2.815  -3.144  3.147
H  0.762  -2.647  3.035
H  -0.609  -2.980  3.952
H  -0.445  -1.411  3.176

Atom-resolved charges from Mulliken, all expressed in e: atom 1 (La): 1.0881, atom 2 (C): -1.6825, atom 3 (C): -0.2247, atom 4 (C): 1.2345, atom 5 (C): -1.8121, atom 6 (C): 1.3439, atom 7 (C): -1.9782, atom 8 (C): 0.3817, atom 9 (C): -1.5031, atom 10 (C): 0.5647, atom 11 (C): -1.6598, atom 12 (C): 1.0948, atom 13 (C): -1.7927, atom 14 (H): 0.2008, atom 15 (H): 0.4146, atom 16 (H): 0.6129, atom 17 (H): 0.3321, atom 18 (H): 0.4971, atom 19 (H): 0.1826, atom 20 (H): 0.4485, atom 21 (H): 0.4816, atom 22 (H): 0.3527, atom 23 (H): 0.3899, atom 24 (H): 0.4444, atom 25 (H): 0.2676, atom 26 (H): 0.3761, atom 27 (H): 0.4629, atom 28 (H): 0.3387, atom 29 (H): 0.4629, atom 30 (H): 0.3280, atom 31 (H): 0.4424, atom 32 (O): -0.3063, atom 33 (N): 0.4299, atom 34 (C): -0.1909, atom 35 (C): -0.7226, atom 36 (C): -0.3519, atom 37 (C): -0.7959, atom 38 (C): 0.4011, atom 39 (S): -0.3555, atom 40 (H): 0.4758, atom 41 (H): 0.4091, atom 42 (H): 0.4637, atom 43 (H): 0.4218, atom 44 (C): -1.8563, atom 45 (C): 1.8015, atom 46 (C): -1.9688, atom 47 (C): -1.6207, atom 48 (P): 0.8692, atom 49 (C): 0.9248, atom 50 (C): -1.7092, atom 51 (C): -0.2312, atom 52 (C): -0.7701, atom 53 (C): -0.9635, atom 54 (C): -0.5964, atom 55 (C): 1.5278, atom 56 (C): -1.8807, atom 57 (C): -1.6830, atom 58 (C): -1.6751, atom 59 (H): 0.4950, atom 60 (H): 0.3012, atom 61 (H): 0.4201, atom 62 (H): 0.5243, atom 63 (H): 0.3561, atom 64 (H): 0.3975, atom 65 (H): 0.5090, atom 66 (H): 0.4136, atom 67 (H): 0.0151, atom 68 (H): 0.5573, atom 69 (H): 0.5993, atom 70 (H): 0.5506, atom 71 (H): 0.5000, atom 72 (H): 0.6058, atom 73 (H): 0.2823, atom 74 (H): 0.5321, atom 75 (H): 0.3492, atom 76 (H): 0.3755, atom 77 (H): 0.2554, atom 78 (H): 0.5157, atom 79 (H): 0.4235, atom 80 (H): 0.5771, atom 81 (H): 0.3069

***

We obtain highest occupied orbital energy values of -0.3489, -0.4941 Eh for the records listed above, in that order.